Computed, not measured: a structure of composition C35H29CrF5GeO2S4 at a distorted geometry, with wB97M-V/def2-TZVPD.

```
77
Properties=species:S:1:pos:R:3
Ge -2.21 1.86 2.35
Cr -0.47 0.18 -0.36
S -1.75 3.04 -0.50
S 2.36 2.15 -0.83
S -2.30 -1.20 0.20
S 0.92 -2.69 -1.85
F -3.33 -3.59 -5.12
F -3.96 -4.94 -2.84
F -1.78 0.04 -2.56
F -3.49 -3.85 -0.43
F -2.22 -1.10 -4.94
O 0.46 -1.32 -1.42
O 1.38 1.08 -0.41
C -0.28 5.84 4.03
C -0.97 -2.08 4.60
C -1.46 1.82 0.45
C 0.01 -1.21 4.15
C 0.78 2.24 -3.10
C 3.27 -0.07 -2.29
C 0.23 2.90 -4.19
C -2.22 4.49 3.57
C 0.62 -3.24 0.85
C -3.18 -3.15 -1.53
C -2.67 -0.64 3.70
C -3.43 -3.73 -2.76
C 1.39 4.92 -3.57
C -2.54 -1.78 -3.83
C 0.89 -3.74 -0.41
C 2.74 -2.51 -2.05
C 1.63 2.94 -2.25
C 1.11 -5.10 -0.62
C -2.61 -1.88 -1.39
C -2.31 -1.80 4.37
C 3.72 1.24 -1.66
C -0.35 -0.06 3.48
C 1.09 -5.96 0.46
C -1.66 5.66 4.06
C 3.27 -1.27 -1.34
C 0.84 -5.46 1.74
C -2.32 -1.22 -2.59
C -1.69 0.24 3.25
C 0.60 -4.11 1.93
C -1.40 3.48 3.05
C 0.54 4.23 -4.42
C -3.10 -3.04 -3.93
C 0.53 4.85 3.51
C 1.94 4.27 -2.47
C -0.02 3.68 3.02
H 4.09 1.94 -2.40
H -0.44 2.37 -4.85
H 0.82 -6.14 2.58
H 1.28 -5.48 -1.62
H 2.91 -2.47 -3.12
H 3.17 -3.44 -1.66
H -0.69 -2.99 5.13
H 0.11 4.74 -5.28
H 4.49 1.09 -0.90
H 1.61 5.96 -3.75
H 3.96 -0.29 -3.12
H 4.28 -1.46 -0.97
H 1.26 -7.01 0.31
H 0.52 1.21 -2.90
H 1.05 -1.42 4.35
H -3.07 -2.48 4.72
H 0.41 -2.18 0.99
H -3.72 2.01 2.19
H 1.60 4.98 3.48
H -2.29 6.43 4.47
H 0.43 0.62 3.14
H 0.38 -3.73 2.91
H 0.15 6.75 4.41
H 0.63 2.91 2.61
H 2.28 0.05 -2.73
H 2.65 -1.05 -0.46
H -3.72 -0.44 3.52
H 2.58 4.81 -1.79
H -3.29 4.36 3.60
```

Summary:
* total energy: -6714.784488 Eh
* multiplicity: 6
* HOMO level (spin up / spin down): -10.055 / -10.284 eV
* total charge: +1

Computed, not measured: a structure of composition C2H5N3S2 at a distorted geometry, with wB97M-V/def2-TZVPD.

```
12
Properties=species:S:1:pos:R:3
S -1.85 0.75 -0.78
S 2.64 1.52 0.00
N 2.61 0.69 1.39
N -0.53 0.11 0.20
N 2.54 0.26 -0.96
C 2.52 -0.84 -0.19
C 2.51 -0.63 1.16
H 2.52 -1.29 2.02
H -0.66 0.44 1.12
H -1.15 1.77 -1.35
H -0.52 -0.87 0.17
H 2.48 -1.97 -0.59
```

Summary:
* total energy: -1039.798397 Eh
* HOMO level: -9.220 eV

Computed, not measured: a structure of composition C2HAlFO2 at a distorted geometry, with wB97M-V/def2-TZVPD.

```
7
Properties=species:S:1:pos:R:3
Al -1.09 -1.65 -1.41
F 0.58 1.23 1.08
O 0.74 -1.11 0.58
O -1.02 1.54 -0.78
C 0.04 -0.63 -0.43
C -0.23 0.77 -0.36
H 0.99 -0.15 1.32
```

Summary:
* total energy: -568.609886 Eh
* multiplicity: 2
* HOMO level (spin up / spin down): -21.625 / -23.341 eV
* total charge: +2

Computed, not measured: a cluster of 2 separate species, C3H12N5 in total at a distorted geometry, with wB97M-V/def2-TZVPD.

```
20
Properties=species:S:1:pos:R:3
N -1.44 -0.40 1.34
N 0.12 -0.82 -0.33
N 2.42 -1.05 -0.30
N -0.09 1.73 -0.01
N 1.20 1.38 0.09
C 1.31 -0.64 0.34
C -2.11 -0.31 -1.08
C -1.15 -0.55 0.03
H 0.33 -0.81 -1.32
H -2.88 0.43 -0.97
H 2.67 -0.59 -1.18
H -0.65 1.87 0.80
H -0.77 -0.22 2.03
H -2.83 -1.03 -1.21
H 1.11 -0.77 1.46
H 3.05 -1.52 0.32
H 1.81 1.58 -0.69
H -1.61 0.05 -1.92
H 1.80 1.70 0.85
H -2.31 -0.03 1.74
```

Summary:
* total energy: -394.905544 Eh
* HOMO level (spin up / spin down): -11.155 / -11.153 eV
* total charge: +1

Computed, not measured: a structure of composition C44H39N2O4P2STi, with wB97M-V/def2-TZVPD.

```
93
Properties=species:S:1:pos:R:3
Ti 0.10 -0.33 1.17
S -2.08 0.18 0.40
P -0.87 -2.54 0.49
P -0.04 2.22 1.07
O 3.71 -2.04 -2.84
O -0.43 0.03 -2.36
O 2.06 -0.69 1.19
O -1.78 -0.19 1.89
N 3.04 -1.26 -0.83
N 0.97 -0.19 -0.63
C -4.29 -0.88 -0.98
C 1.02 3.22 0.03
C 0.81 -4.71 0.17
C 1.62 -5.42 -1.98
C 2.93 -1.35 -2.27
C -2.55 -2.37 -0.16
C 0.62 3.50 -1.28
C 0.87 -4.42 -2.61
C 0.34 3.88 3.31
C -0.85 -2.86 2.26
C -4.97 -1.99 -1.47
C -3.25 -3.46 -0.65
C -3.11 -1.09 -0.29
C -4.09 2.13 0.39
C 0.10 -3.56 -1.85
C 0.70 -0.19 -2.00
C 0.43 -2.60 4.30
C 3.51 1.48 -2.17
C 0.78 2.99 5.51
C -1.74 2.75 0.69
C 0.07 -3.71 -0.46
C 3.00 4.55 -0.27
C 0.73 -0.19 -5.25
C 0.37 -2.62 2.90
C -2.74 1.80 0.44
C 2.09 -0.70 -0.10
C -1.94 -3.08 4.38
C -4.47 -3.27 -1.29
C 2.59 4.85 -1.57
C 0.59 4.08 4.66
C -2.12 4.09 0.78
C 1.58 -5.57 -0.60
C 0.28 2.58 2.80
C -3.46 4.44 0.66
C -4.44 3.47 0.50
C 1.41 -1.12 -4.25
C 1.41 4.31 -2.07
C 1.88 -0.46 -2.93
C 2.61 0.89 -3.25
C 2.22 3.73 0.53
C 0.48 1.50 3.66
C -0.73 -2.83 5.03
C -2.01 -3.08 3.00
C 0.73 1.69 5.01
H -0.31 3.10 -1.68
H -0.14 0.31 -4.83
H 3.20 5.50 -2.18
H 3.83 -1.71 -0.39
H -4.86 1.38 0.31
H -2.96 -3.24 2.51
H -0.50 -2.80 -2.33
H 1.38 -2.45 4.80
H -5.01 -4.12 -1.67
H 0.76 -4.84 1.24
H 2.22 -6.09 -2.58
H 2.29 -1.56 -4.70
H 0.64 5.08 5.06
H 2.97 1.71 -1.24
H -3.75 5.48 0.72
H 0.22 4.73 2.66
H 0.41 -0.78 -6.11
H -1.38 4.85 0.94
H 3.92 2.42 -2.53
H -0.69 -2.84 6.11
H 2.53 3.52 1.54
H 1.42 0.56 -5.64
H -2.83 -3.27 4.97
H -5.89 -1.84 -2.01
H -4.67 0.11 -1.18
H 4.36 0.84 -1.94
H 1.10 4.55 -3.08
H 0.89 0.85 5.66
H 0.89 -4.33 -3.68
H 3.92 4.97 0.12
H 0.97 3.15 6.56
H 2.15 -6.35 -0.12
H 1.85 1.60 -3.54
H -5.48 3.75 0.46
H 1.30 -2.55 2.34
H 0.45 0.46 3.32
H -2.83 -4.45 -0.57
H 3.22 0.68 -4.13
H 0.74 -1.94 -4.00
```

Summary:
* total energy: -4040.119911 Eh
* HOMO level: -16.695 eV
* total charge: +3

Computed, not measured: a structure of composition C7H14FeOP at a distorted geometry, with wB97M-V/def2-TZVPD.

```
24
Properties=species:S:1:pos:R:3
Fe -0.60 1.73 -0.60
P 0.47 3.14 0.87
O -1.97 0.42 -0.24
C -4.41 0.25 -0.02
C 1.21 -0.77 -1.43
C 1.66 -0.89 -0.05
C 0.92 -2.10 -1.90
C 1.07 -2.98 -0.80
C 1.61 -2.27 0.31
C -3.15 1.00 0.36
H 1.14 0.14 -2.03
H -0.44 3.75 1.79
H 0.90 -4.05 -0.83
H -2.02 -0.55 -0.25
H -2.97 1.01 1.44
H -5.27 0.83 0.29
H -4.45 -0.72 0.48
H 0.61 -2.38 -2.90
H -4.46 0.09 -1.10
H 1.98 -0.06 0.58
H -3.15 2.04 0.02
H 1.88 -2.70 1.27
H 1.18 4.27 0.36
H 1.45 2.59 1.77
```

Summary:
* total energy: -1955.165658 Eh
* multiplicity: 6
* HOMO level (spin up / spin down): -5.693 / -6.108 eV

Computed, not measured: a cluster of 2 separate species, C10H16O in total at a distorted geometry, with wB97M-V/def2-TZVPD.

```
27
Properties=species:S:1:pos:R:3
O 3.38 -0.65 0.68
C -0.16 0.00 1.56
C 2.59 0.63 -1.29
C 0.29 0.42 -1.77
C 0.33 -0.86 -1.19
C 1.46 1.19 -1.92
C -2.47 -0.77 1.77
C 1.49 -1.38 -0.62
C -1.61 0.44 1.54
C 2.48 -0.49 -0.38
C -1.11 1.06 -2.02
H 3.60 1.08 -1.32
H 0.62 0.68 1.19
H 1.63 2.22 -2.29
H -1.10 1.90 -2.58
H -1.89 1.13 2.41
H -3.44 -0.28 2.00
H -0.38 -1.64 -1.42
H 0.00 -0.06 2.71
H -1.87 1.03 0.58
H 2.87 -1.11 1.38
H -1.76 0.42 -2.52
H -2.08 -1.30 2.71
H -1.74 1.22 -1.22
H -0.03 -0.92 1.16
H -2.51 -1.54 0.93
H 1.42 -2.40 -0.08
```

Summary:
* total energy: -465.741256 Eh
* multiplicity: 2
* HOMO level (spin up / spin down): 0.679 / -3.109 eV
* total charge: -1

Computed, not measured: a cluster of 6 separate species, C34H83FN2O25P6S in total at a distorted geometry, with wB97M-V/def2-TZVPD.

```
152
Properties=species:S:1:pos:R:3
S -0.26 -6.27 -0.56
P 1.37 -4.68 -0.54
P -4.44 4.21 -3.17
P -3.37 10.43 7.04
P 6.46 0.48 -0.33
P -5.68 6.42 2.28
P 5.89 -9.68 -4.65
F -1.62 -5.43 -0.35
O 6.48 -11.14 -4.51
O -3.16 11.62 8.07
O -3.93 9.28 7.96
O 4.93 -9.32 -3.62
O -0.16 -7.17 0.55
O 6.32 -0.26 0.92
O 5.32 -9.61 -6.14
O 7.04 -0.37 -1.53
O -4.79 -0.44 -0.43
O -6.33 6.74 1.02
O -3.78 3.51 -4.43
O -4.18 10.76 5.87
O 5.25 -2.07 -5.67
O -1.90 9.94 6.69
O 7.42 1.74 -0.27
O -4.48 3.36 -1.98
O -0.38 -6.87 -1.84
O 7.17 -8.77 -4.74
O -5.70 4.90 2.70
O -5.87 4.70 -3.68
O -3.65 5.56 -3.04
O -6.30 7.14 3.56
O 1.67 -1.21 -1.47
O -4.14 6.80 2.33
O 5.11 1.11 -0.89
N 4.75 -3.96 -4.46
N 2.57 -3.30 -0.67
C 7.29 2.60 0.87
C -6.94 4.20 2.54
C 1.25 -4.63 1.30
C 7.48 -11.60 -5.42
C 2.45 -5.85 -1.47
C -3.84 -2.62 1.62
C 3.03 -2.10 -4.90
C 0.58 -2.25 3.82
C 7.30 0.25 -2.79
C -5.34 9.31 8.27
C -1.97 -2.43 3.39
C -3.95 0.59 0.06
C -4.04 -3.17 0.20
C -3.29 -2.36 -0.87
C -2.52 12.81 7.57
C -6.29 8.58 3.57
C 4.82 -5.24 -2.34
C 4.06 0.19 -1.20
C 4.21 -10.45 -6.46
C -2.75 -3.35 2.41
C -6.82 3.69 -4.04
C 1.50 -3.43 3.48
C 4.32 -3.99 -3.04
C 3.95 -5.71 -1.16
C 2.11 -2.27 -1.13
C 4.42 -2.69 -5.05
C 6.95 -7.35 -4.64
C -3.87 6.32 -1.83
C -3.63 4.25 -5.65
C -4.12 -1.20 -1.42
C -1.02 9.52 7.74
C -3.36 6.48 3.49
C -0.58 -2.03 2.84
C 1.96 -3.45 2.00
H -4.03 3.65 -6.47
H 2.15 -6.85 -1.18
H -6.92 3.33 3.20
H 3.03 -1.49 -4.00
H 2.23 -5.73 -2.52
H -3.04 -2.99 -1.72
H -4.86 -1.60 -2.12
H -3.84 -4.23 0.12
H 3.65 -9.98 -7.27
H 1.64 -5.54 1.74
H -3.58 7.35 -2.03
H -2.77 12.99 6.53
H -3.25 -4.10 3.03
H -1.43 9.73 8.72
H 8.37 0.27 -2.96
H 6.25 2.72 1.16
H 0.20 -4.57 1.56
H -5.50 8.73 9.17
H 3.03 -3.60 1.92
H -5.36 8.94 3.99
H 4.79 -3.12 -2.58
H 3.24 -3.87 -3.01
H -6.69 3.42 -5.09
H -2.82 7.38 3.79
H 0.21 -2.40 4.83
H -4.91 6.29 -1.53
H 5.84 -5.12 -1.98
H 1.20 -1.36 3.86
H 3.11 0.70 -1.10
H -2.34 -1.98 -0.48
H -7.12 8.92 4.20
H -3.69 -1.55 1.56
H 0.44 -3.90 -1.25
H 1.68 -2.48 1.59
H 4.31 -6.72 -0.95
H -0.85 8.44 7.64
H 6.83 -0.35 -3.57
H 2.38 -3.47 4.12
H -5.10 -3.04 -0.03
H 8.42 -11.72 -4.88
H -1.44 12.71 7.68
H -4.40 0.91 0.99
H -0.45 -2.51 1.87
H -3.24 5.93 -1.03
H -7.81 4.10 -3.90
H -5.68 10.33 8.43
H 4.16 -5.14 -0.26
H 7.70 3.57 0.60
H 2.30 -2.89 -4.76
H 4.85 -6.07 -3.05
H -0.08 10.04 7.62
H 4.18 -4.63 -4.97
H 7.86 2.19 1.70
H 6.90 1.26 -2.84
H -2.86 13.65 8.17
H 3.55 -10.57 -5.60
H -0.62 -0.96 2.64
H -1.87 -2.93 4.35
H -5.90 8.87 7.45
H -7.79 4.83 2.81
H -2.57 4.42 -5.83
H 6.04 -7.06 -5.17
H -3.85 1.42 -0.65
H 4.08 -0.66 -0.51
H 7.80 -6.84 -5.08
H -3.98 6.14 4.31
H -6.42 8.98 2.57
H -2.05 -3.88 1.77
H 7.63 -10.91 -6.25
H -2.98 0.15 0.32
H 4.56 -11.43 -6.79
H 4.18 -0.16 -2.22
H -3.50 -0.53 -2.01
H -4.79 -2.76 2.13
H 6.86 -7.08 -3.59
H 2.76 -1.45 -5.73
H -7.04 3.86 1.51
H 0.97 -4.37 3.68
H -2.64 5.71 3.22
H -4.14 5.21 -5.62
H 7.17 -12.56 -5.82
H -2.60 -1.55 3.52
H -6.71 2.80 -3.42
```

Summary:
* structure (SMILES): COCCCCCCCCCCC[PH](CCCCNC(C)=O)(N=C=O)S(=O)(=O)F.COP(=O)(OC)OC.COP(=O)(OC)OC.COP(=O)(OC)OC.COP(=O)(OC)OC.COP(=O)(OC)OC
* total energy: -5882.395526 Eh
* HOMO level: -9.185 eV

Computed, not measured: the ion C5H7BF9IO6PS with charge -1 at a distorted geometry, with wB97M-V/def2-TZVPD.

```
31
Properties=species:S:1:pos:R:3
I -2.23 0.61 3.76
S 0.88 -0.30 2.19
P -1.12 0.83 1.26
F 3.33 -0.25 -3.30
F 3.46 -0.48 1.71
F 2.62 -2.26 -2.89
F 1.33 -0.82 -3.89
F 2.27 -2.20 -0.10
F 2.53 1.21 0.69
F 3.83 -0.82 -0.74
F 0.46 -1.02 -1.47
F 1.57 0.84 -1.67
O 0.77 -1.75 2.31
O -2.39 2.22 -0.86
O -2.91 -0.71 0.06
O 1.44 0.49 3.28
O -3.68 2.44 1.13
O -2.57 -1.04 -1.31
C -1.76 -0.91 0.87
C 2.53 -0.91 -0.34
C 2.39 -0.11 0.99
C 2.27 -0.97 -2.94
C 1.68 -0.49 -1.58
B -2.59 1.90 0.46
H -3.37 -1.54 -1.51
H -3.14 2.73 -1.21
H -0.43 1.92 1.85
H -1.00 -1.47 0.32
H -3.73 3.40 1.09
H -0.38 0.91 0.04
H -2.05 -1.45 1.78
```

Summary:
* total energy: -2607.068550 Eh
* HOMO level: -4.964 eV
* total charge: -1

Computed, not measured: a structure of composition C4H15N2O at a distorted geometry, with wB97M-V/def2-TZVPD.

```
22
Properties=species:S:1:pos:R:3
O 2.01 -2.20 -3.49
N -0.01 -0.80 -1.44
N -0.40 0.51 1.93
C -0.54 -0.06 -0.31
C -1.94 -0.65 -0.20
C 0.32 -0.18 0.94
C 0.32 1.74 2.44
H 2.00 -1.37 -3.95
H -0.93 1.59 1.09
H -0.38 2.31 3.04
H -0.42 1.02 -0.57
H 1.05 1.35 3.17
H -2.34 -0.68 -1.20
H 0.47 -1.65 -1.21
H -2.63 -0.17 0.50
H 2.91 -2.30 -3.20
H 0.46 -1.24 1.15
H -1.03 2.18 0.55
H 0.69 -0.27 -1.94
H 1.29 0.28 0.78
H -1.87 -1.68 0.15
H 0.98 2.25 1.75
```

Summary:
* total energy: -345.669864 Eh
* HOMO level: -14.115 eV
* total charge: +1

Computed, not measured: an isolated molecule of C4H8O2, with wB97M-V/def2-TZVPD.

```
14
Properties=species:S:1:pos:R:3
O 0.28 -0.48 1.40
O 0.89 -0.59 -1.79
C 0.47 0.35 -0.81
C 1.19 0.19 0.55
C -1.02 0.00 -0.47
C -1.02 -0.01 1.05
H 0.76 1.32 -1.24
H 1.49 1.16 1.00
H -1.73 -0.70 1.52
H -1.21 -1.04 -0.82
H 2.10 -0.41 0.45
H -1.19 1.01 1.42
H 0.88 -1.44 -1.34
H -1.80 0.61 -0.95
```

Summary:
* structure (SMILES): O[C@H]1CCOC1
* total energy: -307.660183 Eh
* HOMO level: -9.716 eV